{"formula": "C15H23Cl29", "method": "ωB97M-V/def2-TZVPD", "species": ["Cl", "C", "Cl", "Cl", "H", "Cl", "C", "Cl", "Cl", "H", "Cl", "C", "Cl", "Cl", "H", "Cl", "C", "Cl", "Cl", "H", "Cl", "C", "Cl", "Cl", "H", "Cl", "C", "Cl", "Cl", "H", "Cl", "C", "Cl", "Cl", "H", "Cl", "C", "C", "Cl", "H", "H", "H", "H", "Cl", "C", "C", "Cl", "H", "H", "H", "H", "Cl", "C", "C", "Cl", "H", "H", "H", "H", "Cl", "C", "C", "Cl", "H", "H", "H", "H"], "coordinates": [[-0.469, -1.924, 5.371], [0.255, -0.393, 4.801], [1.994, -0.625, 4.655], [-0.211, 0.952, 5.848], [-0.132, -0.119, 3.826], [0.270, -4.737, 4.096], [-0.889, -4.045, 2.928], [-0.387, -2.446, 2.441], [-2.482, -4.017, 3.670], [-0.937, -4.707, 2.071], [1.695, -1.415, -4.648], [1.360, 0.095, -5.534], [0.846, 1.448, -4.492], [0.153, -0.185, -6.787], [2.273, 0.400, -6.026], [-4.475, -0.736, 2.850], [-3.976, -1.446, 1.336], [-4.413, -0.390, -0.001], [-4.659, -3.063, 1.135], [-2.895, -1.512, 1.402], [2.708, -4.370, 0.148], [3.782, -3.049, -0.373], [3.409, -1.540, 0.456], [3.731, -2.839, -2.121], [4.803, -3.309, -0.127], [-2.401, 0.515, -4.264], [-3.496, 1.798, -3.799], [-2.532, 3.167, -3.123], [-4.738, 1.316, -2.697], [-3.936, 2.143, -4.727], [3.463, 4.481, 3.190], [2.793, 3.004, 3.944], [1.434, 2.372, 2.982], [2.257, 3.338, 5.587], [3.556, 2.239, 3.893], [-1.050, -5.502, -0.948], [-0.159, -4.873, -2.358], [1.098, -5.660, -2.635], [0.680, -7.366, -3.049], [0.071, -3.834, -2.111], [-0.825, -4.808, -3.216], [1.786, -5.724, -1.799], [1.591, -5.263, -3.520], [-1.165, -1.601, -0.912], [-0.240, -0.086, -0.784], [0.133, 0.201, 0.640], [-1.279, 0.530, 1.714], [-0.867, 0.699, -1.205], [0.644, -0.157, -1.409], [0.659, 1.154, 0.703], [0.766, -0.540, 1.119], [-2.942, 4.460, 3.113], [-2.066, 4.166, 1.597], [-2.802, 3.191, 0.712], [-4.299, 3.901, -0.018], [-1.063, 3.777, 1.777], [-1.871, 5.133, 1.136], [-3.214, 2.362, 1.270], [-2.113, 2.893, -0.076], [3.214, 2.179, -0.215], [3.037, 3.547, -1.323], [2.326, 4.725, -0.701], [0.601, 4.347, -0.318], [2.483, 3.201, -2.193], [4.001, 3.871, -1.712], [2.293, 5.573, -1.384], [2.817, 5.101, 0.193]], "atomic_forces_ev_per_a": [[0.04, 1.03, 0.60], [-0.48, -0.24, 0.33], [0.23, 0.15, 0.11], [0.16, -0.24, 0.09], [-0.02, -0.38, 0.02], [0.06, -0.24, -0.43], [0.13, -0.55, 0.67], [0.04, -0.28, -0.90], [-0.22, 0.01, -0.03], [0.13, 0.16, -0.09], [-0.16, 0.56, 0.01], [-0.11, 0.04, -0.03], [0.33, -0.45, 0.00], [0.01, -0.04, 0.02], [0.07, -0.04, 0.07], [-0.26, 0.21, 0.55], [0.15, -0.12, 0.02], [0.07, -0.08, -0.04], [0.02, 0.11, -0.17], [-0.07, -0.19, -0.36], [0.29, 0.48, 0.09], [-0.01, -0.20, 0.07], [-0.10, -0.03, 0.03], [-0.12, 0.00, -0.09], [-0.07, -0.12, 0.13], [-0.04, -0.51, 0.15], [0.63, 0.81, -0.33], [-0.28, -0.34, -0.18], [-0.27, -0.15, 0.11], [-0.15, 0.18, 0.17], [-0.13, -0.34, 0.15], [-0.42, 0.29, -0.40], [0.08, 0.30, 0.06], [0.39, -0.07, -0.23], [0.10, 0.04, 0.38], [-0.09, -0.01, -0.01], [0.21, 0.67, 0.23], [-0.42, -0.59, -0.42], [0.10, 0.12, -0.04], [0.28, -0.09, 0.08], [-0.07, -0.46, 0.02], [-0.16, 0.19, -0.08], [0.10, 0.12, 0.11], [0.06, -0.20, -0.21], [-0.39, 0.08, 0.06], [0.25, 1.04, 0.40], [0.09, -0.16, -0.22], [-0.06, 0.05, 0.11], [0.23, -0.17, 0.04], [0.23, -0.10, -0.38], [-0.17, -0.23, -0.16], [0.16, -0.02, 0.13], [0.22, 0.11, -0.17], [-0.53, 0.69, -0.02], [0.40, 0.11, -0.03], [-0.21, -0.27, 0.54], [-0.43, -0.02, -0.19], [0.43, -0.26, 0.03], [-0.32, -0.24, -0.21], [0.19, -0.06, 0.04], [-0.35, 0.47, -0.64], [-0.22, 0.26, 0.04], [0.53, 0.02, -0.06], [-0.13, -0.13, 0.10], [0.19, -0.12, 0.39], [0.00, -0.20, -0.25], [-0.13, -0.35, 0.24]], "mulliken_charge": [-0.133, 1.307, -0.108, -0.108, -1.050, -0.095, -0.100, 0.262, -0.064, 0.056, -0.066, -0.158, -0.051, -0.105, 0.362, -0.107, 0.847, -0.008, -0.122, -0.717, -0.121, -0.133, -0.066, -0.106, 0.408, -0.070, -0.159, -0.125, -0.059, 0.406, -0.151, -0.088, 0.023, -0.100, 0.290, -0.176, -0.070, -0.165, -0.209, -0.122, 0.387, 0.069, 0.263, -0.136, -0.193, 0.386, -0.051, 0.003, 0.379, -0.444, 0.267, -0.204, 0.052, 0.330, -0.199, -0.204, 0.393, 0.042, -0.180, -0.086, -0.357, -0.518, -0.078, 0.092, 0.359, 0.357, 0.223], "e_tot_ha": -13930.90227, "smiles": "ClC(Cl)Cl.ClC(Cl)Cl.ClC(Cl)Cl.ClC(Cl)Cl.ClC(Cl)Cl.ClC(Cl)Cl.ClC(Cl)Cl.ClCCCl.ClCCCl.ClCCCl.ClCCCl", "homo_lumo_gap_ev": 10.37, "e_homo_ev": -10.363, "lumo_ha": 0.000, "total_charge": 0, "e_above_lowest_kcal_mol": 0.0, "spin_multiplicity": 1}


{"formula": "C15H23Cl2PPd", "method": "ωB97M-V/def2-TZVPD", "species": ["Pd", "Cl", "Cl", "C", "H", "H", "C", "C", "H", "C", "H", "C", "H", "H", "C", "H", "H", "C", "H", "H", "H", "H", "C", "P", "C", "C", "C", "C", "C", "C", "C", "H", "H", "H", "H", "H", "H", "H", "H", "H", "H", "H"], "coordinates": [[0.963, 0.989, -0.596], [2.661, 0.437, 1.170], [-0.858, -1.769, -1.240], [-0.182, 1.743, -2.053], [-1.196, 1.406, -2.245], [0.196, 2.370, -2.868], [0.950, -1.885, -0.646], [1.796, -0.760, -0.787], [0.746, -1.883, 0.416], [2.915, -0.718, -1.809], [0.295, 0.781, -2.316], [3.741, -2.016, -1.755], [2.631, -0.432, -2.863], [3.519, 0.138, -1.479], [3.031, -3.023, -0.782], [3.766, -2.440, -2.771], [4.758, -1.771, -1.416], [1.591, -3.238, -1.109], [3.577, -3.962, -0.792], [3.112, -2.569, 0.225], [1.401, -3.363, -2.212], [1.107, -4.021, -0.533], [0.003, 2.952, 1.911], [-0.302, 1.250, 1.344], [-0.043, 0.202, 2.797], [-2.094, 1.114, 1.051], [-3.036, 0.572, 1.951], [-4.371, 0.528, 1.574], [-4.806, 1.011, 0.337], [-3.859, 1.547, -0.553], [-2.551, 1.638, -0.136], [1.093, 3.106, 1.982], [-0.476, 3.054, 2.894], [-0.444, 3.649, 1.187], [-0.537, 0.700, 3.647], [-0.491, -0.783, 2.605], [1.042, 0.105, 2.961], [-2.705, 0.205, 2.923], [-5.099, 0.097, 2.261], [-5.848, 0.996, 0.064], [-4.151, 1.906, -1.532], [-1.846, 2.135, -0.808]], "atomic_forces_ev_per_a": [[0.40, 2.41, 2.22], [0.84, 0.97, 0.77], [0.21, 0.14, -0.32], [-0.47, 0.11, -3.12], [-0.27, 0.77, 0.26], [-0.30, 0.54, 0.46], [-0.23, -1.67, 0.72], [0.92, -2.04, -3.58], [-0.29, -0.68, 0.51], [-0.05, 1.00, 0.20], [0.44, -0.92, -0.31], [-0.72, -0.48, 0.13], [-0.21, -0.49, 0.86], [0.27, -0.20, -0.21], [1.92, 0.27, -0.12], [0.26, -0.08, 0.33], [-0.30, -0.39, -0.13], [-1.39, 1.71, -0.63], [0.16, -0.14, 0.11], [0.03, -0.50, -0.26], [0.21, -0.08, 1.02], [0.11, -0.31, -0.19], [-0.01, -0.07, 0.06], [-0.89, -0.51, 0.28], [0.16, 0.14, 0.21], [-0.29, 0.19, 1.07], [0.64, 0.12, -0.53], [-0.46, -0.09, 0.16], [0.98, 0.13, -0.29], [-1.06, -0.26, 0.90], [0.49, 0.63, -1.13], [-0.45, 0.01, 0.02], [0.16, 0.24, -0.20], [0.21, -0.15, 0.28], [0.17, -0.37, -0.10], [0.15, 0.24, 0.13], [-0.63, 0.01, 0.08], [-0.24, -0.03, -0.26], [0.14, 0.16, -0.13], [-0.15, -0.17, 0.03], [-0.04, 0.09, 0.07], [-0.43, -0.25, 0.65]], "mulliken_charge": [-0.578, -0.377, -0.263, -1.131, 0.497, 0.304, 0.250, -0.120, 0.260, -0.200, 0.215, -0.752, 0.255, 0.305, -0.640, 0.326, 0.304, -0.706, 0.437, 0.273, 0.287, 0.396, -1.171, 1.458, -1.457, 0.680, -0.423, -0.562, -0.497, -0.816, -0.892, 0.298, 0.447, 0.361, 0.491, 0.391, 0.403, 0.304, 0.358, 0.395, 0.439, 0.451], "e_tot_ha": -1974.72790, "homo_lumo_gap_ev": [7.26, 6.97], "e_homo_ev": [-6.603, -9.497], "s_squared": 6.016, "lumo_ha": [0.024, -0.093], "total_charge": 0, "e_above_lowest_kcal_mol": 44.6, "spin_multiplicity": 5}


What is the formula in the second record?
C15H23Cl2PPd